The following is a quantum chemistry calculation of a molecular structure, C4H10BLiN2O2, from the Open Molecules 2025 dataset.

Cartesian coordinates (Å):
N  2.95  -1.20  0.91
C  2.34  -0.78  -0.13
C  1.95  0.61  -0.47
B  0.47  0.94  0.18
O  0.00  -0.41  0.88
C  -1.41  -0.31  0.72
C  -1.54  0.09  -0.74
N  -2.87  0.50  -1.12
O  -0.63  1.15  -0.79
H  3.26  -0.40  1.47
H  1.99  -1.58  -0.81
H  2.69  1.30  -0.06
H  1.90  0.76  -1.55
H  0.50  1.83  1.01
H  -1.81  0.52  1.33
H  -1.91  -1.25  1.00
H  -1.16  -0.74  -1.35
H  -3.00  0.42  -2.12
H  -3.58  -0.07  -0.68
Li  -0.11  -1.34  2.32

Calculated values
LUMO level: -0.044 Eh
charge: 0